[1]
C9H16N2S | ωB97M-V/def2-TZVPD

Results
HOMO-LUMO gap (alpha / beta) ... 6.639 / 8.155 eV
Energy above the lowest of the compared OMol25 structures with the same formula, charge and spin ... 107.88 kcal per mole
Charge ... 0

Structure (XYZ):
```
28
Properties=species:S:1:pos:R:3:nbo_charge:R:1
C -1.3243 0.6554 -0.3988 0.2279
C 2.5545 1.0064 0.1959 0.0147
C -3.0759 -1.9547 -0.0935 -0.6040
C -0.8754 -2.1622 -1.2886 -0.6021
C -1.0444 -2.8136 1.1058 -0.6009
C 1.4317 3.0638 -0.3854 -0.4422
C 3.7072 3.0817 0.4391 -0.4012
C -1.3566 -0.4199 0.4706 -0.1855
C -1.5494 -1.8553 0.0650 -0.0849
N -1.1395 1.5942 -1.0807 -0.3670
N 2.5866 2.3199 0.0091 -0.4597
S 1.4817 -0.1185 0.3993 0.0555
H -3.6894 -1.7820 0.8383 0.2156
H -3.4734 -1.2285 -0.8502 0.2213
H -3.1097 -3.0112 -0.3494 0.2131
H -0.7403 -3.1835 -1.2672 0.2044
H 0.0552 -1.7693 -1.4379 0.2238
H -1.5732 -1.8411 -1.9908 0.2117
H 0.0175 -2.9809 0.7837 0.2216
H -1.5792 -3.6894 1.1286 0.2100
H -1.1798 -2.4034 2.1177 0.2075
H 0.7715 2.5301 -1.1871 0.2676
H 0.6218 3.3642 0.5014 0.2036
H 1.8329 4.0436 -0.7973 0.2015
H 4.3697 3.3258 -0.4057 0.1988
H 3.4181 4.0998 0.8467 0.2117
H 4.2808 2.4605 1.1532 0.2246
H -1.4187 -0.3320 1.4781 0.2127
```

=====

[2]
C9H16N3 | ωB97M-V/def2-TZVPD

Results
HOMO-LUMO gap (alpha / beta) ... 4.209 / 9.493 eV
Spin multiplicity ... 2
Expectation value of S² ... 0.754
Energy above the lowest of the compared OMol25 structures with the same formula, charge and spin ... 17.05 kcal per mole
Charge ... 0

Structure (XYZ):
```
28
Properties=species:S:1:pos:R:3:nbo_charge:R:1
C 1.5566 -0.3121 2.8439 -0.6495
C 0.3958 1.7906 2.0795 -0.2442
C 0.3746 0.4512 2.3186 -0.0146
C -0.6080 2.3867 1.2745 -0.1926
C -0.7105 -0.3642 1.8580 -0.2374
C -1.5758 1.5884 0.7199 -0.2256
C -1.6876 0.2504 1.1140 -0.1807
H 1.2635 2.4019 2.3032 0.2122
H -0.4995 3.4606 1.1735 0.2142
H 1.5025 -1.2952 3.3234 0.2251
H 2.1647 0.2657 3.5545 0.2170
H -0.7924 -1.3561 2.2640 0.2146
H -2.1282 2.0462 -0.0898 0.2199
H -2.3885 -0.4267 0.6654 0.2156
H 2.2398 -0.4850 1.9959 0.2131
C -0.6883 -2.4304 -2.3293 -0.4116
C 0.3253 -0.2368 -1.9649 0.3569
N -0.2026 -1.3798 -1.4656 -0.6311
N 0.3083 0.1425 -3.2945 -0.8698
N 0.8743 0.6751 -1.0930 -0.8708
H -0.0029 -1.6667 -0.5160 0.3838
H -0.0903 -0.4185 -4.0245 0.3877
H 0.9822 0.8712 -3.5225 0.3752
H 1.2651 0.4686 -0.1879 0.3776
H 0.7085 1.6559 -1.2246 0.3700
H -0.9205 -3.2738 -1.6832 0.2062
H -0.0650 -2.7261 -3.1704 0.1766
H -1.6008 -2.0837 -2.9223 0.1622
```

=====

[3]
C9H16N3O2 | ωB97M-V/def2-TZVPD

Results
SMILES string ... C=C([O-])NC(=O)C1=[N+](C)CC[N+]1(C)C
HOMO-LUMO gap (alpha / beta) ... 6.993 / 8.119 eV
Energy above the lowest of the compared OMol25 structures with the same formula, charge and spin ... 126.04 kcal per mole
Charge ... +1

Structure (XYZ):
```
30
Properties=species:S:1:pos:R:3:nbo_charge:R:1
C -3.0156 0.0537 0.2752 0.5528
C -1.0261 1.3521 -0.4860 0.6174
C -2.3498 -0.3013 1.4376 -0.3780
C 1.2648 -1.6944 -0.5162 -0.2255
C 2.0191 -0.6548 0.3017 -0.2189
C -0.0575 0.2095 -0.1535 0.2310
C -1.1996 -1.9065 -0.5991 -0.4184
C 1.4871 1.3871 1.2965 -0.3960
C 1.8246 1.3521 -1.1118 -0.3968
N -2.3081 0.9714 -0.5692 -0.6564
N -0.0478 -1.0773 -0.6751 -0.3478
N 1.3287 0.6097 0.0770 -0.2436
O -4.0865 -0.3642 -0.1125 -0.5181
O -0.6796 2.5140 -0.4976 -0.5790
H -1.5063 0.2986 1.7590 0.2139
H -2.5958 -1.2446 1.8784 0.2339
H 1.6925 -1.8023 -1.5380 0.2237
H 1.3166 -2.6392 -0.1205 0.2399
H 2.0271 -0.9522 1.2961 0.2355
H 3.0397 -0.4672 0.0008 0.2424
H -1.9303 -1.7663 -1.3781 0.2442
H -0.9241 -3.0452 -0.6886 0.2400
H -1.8672 -1.6327 0.4141 0.2360
H 1.1487 2.4157 1.1620 0.2619
H 1.0573 0.9499 2.0889 0.2215
H 2.5157 1.3840 1.5125 0.2223
H 2.9859 1.4495 -1.0012 0.2338
H 1.4365 0.6866 -1.9272 0.2269
H 1.4129 2.2806 -1.2054 0.2636
H -2.9627 1.6338 -0.9198 0.4378
```

=====

[4]
C9H16N4O5 | ωB97M-V/def2-TZVPD

Results
HOMO-LUMO gap ... 8.131 eV
Energy above the lowest of the compared OMol25 structures with the same formula, charge and spin ... 357.48 kcal per mole
Charge ... 0

Structure (XYZ):
```
34
Properties=species:S:1:pos:R:3:nbo_charge:R:1
C -1.6004 0.6438 -0.5273 -0.1604
C -1.1905 0.7157 1.0416 0.7193
C -2.8121 1.7215 -0.7835 -0.5336
C -4.0327 1.3191 0.1128 0.6766
C 1.0700 -0.3207 0.3167 -0.2490
C 1.0519 -1.6814 0.7608 0.7581
C 2.3499 0.1832 -0.3465 -0.3713
C 2.9365 -0.9675 -1.2297 -0.5612
C 4.4516 -1.0685 -0.8277 0.6275
H -2.4351 -0.7963 -1.8692 0.3654
H -3.2538 -0.8209 -0.6621 0.4212
H -0.7875 0.8458 -1.3432 0.2404
H -2.3889 2.6959 -0.6338 0.2278
H -3.5164 1.5579 -1.6811 0.2823
H -5.2723 1.6685 1.6385 0.4134
H -3.2312 2.5202 1.9965 0.5172
H 0.6161 0.5276 2.2602 0.4212
H 0.4087 -0.3792 -0.7349 0.2475
H 2.0356 1.1740 -1.2050 0.2495
H 3.1111 1.0084 0.6556 0.2360
H 2.5948 -0.6316 -2.3703 0.2483
H 2.5433 -2.0882 -1.1903 0.2513
H 3.7221 -1.5858 1.0601 0.4468
H 5.5694 -1.4170 1.2289 0.3701
H -0.7199 -1.7296 0.4255 0.5081
N -2.2448 -0.8004 -0.8678 -0.8936
N -4.3156 2.1861 1.1835 -0.8611
N 0.3456 0.6545 1.1351 -0.5942
N 4.6567 -1.8704 0.1861 -0.8254
O -2.0720 1.3969 1.8009 -0.6456
O -4.7984 0.2103 -0.3795 -0.7292
O 2.0096 -2.1867 1.4211 -0.5945
O 5.2900 -0.3622 -1.4054 -0.5956
O -0.0916 -2.3232 0.8333 -0.6135
```

=====

[5]
C9H16N5 | ωB97M-V/def2-TZVPD

Results
HOMO-LUMO gap (alpha / beta) ... 7.323 / 7.254 eV
Energy above the lowest of the compared OMol25 structures with the same formula, charge and spin ... 71.92 kcal per mole
Charge ... +1

Structure (XYZ):
```
30
Properties=species:S:1:pos:R:3:nbo_charge:R:1
C -3.5936 -1.4851 0.2082 0.2591
C -1.6265 -0.8323 -0.6987 -0.2178
C -2.5562 0.2028 -0.3859 0.2548
C 2.7213 -1.4621 -0.3681 -0.4254
C 3.2184 0.0512 -0.3965 -0.4313
C 1.5343 -1.3145 0.4998 -0.2115
C 1.9477 0.8666 -0.1959 -0.2473
C -1.1203 2.1766 -0.4060 -0.0729
C -0.1175 0.4277 0.8817 0.2543
N -3.7053 -0.2008 0.2258 -0.4993
N -2.4206 -1.8974 -0.2659 -0.5631
N -2.3928 1.5500 -0.4944 -0.5218
N -0.4643 1.7351 0.7944 -0.5800
N 0.8104 -0.1024 -0.0310 -0.5429
H -4.2265 -2.2677 0.6562 0.2127
H 2.4805 -1.7338 -1.4434 0.2229
H 3.5556 -2.1514 -0.0246 0.2651
H 3.9842 0.2902 0.4195 0.2356
H 3.7135 0.0817 -1.3918 0.2460
H 0.8319 -2.1102 0.4793 0.2347
H 1.9776 -1.0360 1.5487 0.2186
H 1.8098 1.5894 0.6208 0.2440
H 1.7985 1.2987 -1.1822 0.2334
H -0.5394 1.8320 -1.2742 0.1999
H -1.2477 3.3451 -0.3969 0.2403
H -0.2670 0.1713 1.9507 0.2482
H -2.2313 -2.8741 -0.2411 0.4170
H -3.0591 2.0825 0.0668 0.4054
H -0.8882 2.3183 1.6671 0.4410
H 0.0726 -0.5514 -0.8227 0.4804
```

=====

[6]
C9H16N5O | ωB97M-V/def2-TZVPD

Results
HOMO-LUMO gap ... 9.418 eV
Energy above the lowest of the compared OMol25 structures with the same formula, charge and spin ... 0.00 kcal per mole
Charge ... +1

Structure (XYZ):
```
31
Properties=species:S:1:pos:R:3:nbo_charge:R:1
C 1.0034 -1.0932 0.0298 -0.1719
C 0.3442 0.0437 0.2895 -0.0213
C 0.3117 -2.3592 0.2068 0.7312
C 2.4213 -1.1131 -0.4234 -0.4361
C 3.1068 0.2349 -0.1939 -0.3922
C 2.1777 1.4495 -0.5307 -0.3964
C 0.9592 1.4489 0.4053 -0.2869
C -0.0587 2.6326 0.1428 -0.6180
C -4.6096 -0.1383 -0.8443 0.1231
N -3.6965 1.1693 0.4445 -0.1630
N -2.7628 0.2606 0.1368 -0.0774
N -4.8776 0.8866 -0.1182 -0.2031
N 0.9265 -3.4711 0.6964 -0.7366
N -3.3232 -0.6149 -0.6659 -0.2953
O -1.0293 -2.4364 0.2232 -0.6238
H 2.9427 -1.9534 -0.0553 0.2159
H 2.4053 -1.4342 -1.4221 0.2267
H 3.4154 0.2572 0.8502 0.2109
H 4.0395 0.2298 -0.8519 0.2366
H 2.7442 2.3721 -0.3286 0.2311
H 1.8608 1.3949 -1.5828 0.2117
H 1.4333 1.5271 1.4159 0.2422
H -0.1056 2.8808 -1.0123 0.2321
H 0.3378 3.6209 0.7020 0.2421
H -1.1706 2.4918 0.5364 0.2032
H -5.3460 -0.4704 -1.4917 0.2266
H -1.5188 -1.6680 -0.2073 0.5556
H -3.4699 1.9788 0.9358 0.4223
H -0.6760 -0.1033 0.7606 0.2369
H 1.8519 -3.7974 0.8846 0.4449
H 0.3629 -4.2268 1.0676 0.4290
```

=====

[7]
C9H16N7 | ωB97M-V/def2-TZVPD

Results
HOMO-LUMO gap (alpha / beta) ... 5.032 / 6.361 eV
Energy above the lowest of the compared OMol25 structures with the same formula, charge and spin ... 0.00 kcal per mole
Charge ... +1

Structure (XYZ):
```
32
Properties=species:S:1:pos:R:3:nbo_charge:R:1
C 2.6083 -1.4895 -1.2660 0.3211
C -0.2146 -0.6442 2.0007 0.1266
C 1.6267 -1.2862 1.2077 -0.0174
C 0.7497 -1.0603 0.0917 0.2953
C 2.9922 -1.5510 0.9627 0.4743
C -1.6357 3.2643 -0.5083 -0.6487
C -2.7260 -0.3863 -2.2447 -0.3746
C -0.5307 2.4140 0.0237 0.0928
C -1.5537 -0.3841 -0.0646 0.0046
N 1.2287 -1.3220 -1.1516 -0.4989
N 3.4549 -1.5938 -0.2957 -0.4729
N 0.9979 -1.0323 2.3430 -0.4199
N -0.4641 -0.7490 0.6399 -0.3221
N 3.8397 -1.7788 2.0437 -0.7419
N -0.4768 2.2185 1.3163 -0.7288
N -1.4980 -0.7930 -1.4479 -0.6400
H 3.0203 -1.5502 -2.2367 0.2185
H -0.9333 -0.3593 2.6878 0.2222
H -2.5592 2.5358 -0.8305 0.2303
H -1.3118 3.8911 -1.3119 0.2460
H -1.8845 3.7834 0.3438 0.2048
H -3.5626 -0.8071 -1.7449 0.1924
H -2.7166 0.6856 -2.1693 0.1986
H -2.5324 -0.7521 -3.1368 0.2016
H 0.1803 1.9065 -0.5481 0.1880
H -2.2844 -0.0241 0.6360 0.2013
H 3.3747 -2.0536 2.9413 0.4307
H 4.6147 -2.3607 1.6965 0.4150
H -1.1173 2.7896 1.8292 0.4030
H 0.0468 1.4217 1.6511 0.4079
H -1.3705 -1.7083 -1.5647 0.3471
H 0.6373 -1.2247 -1.8933 0.4430
```

=====

[8]
C9H16NO | ωB97M-V/def2-TZVPD

Results
HOMO-LUMO gap ... 8.686 eV
Energy above the lowest of the compared OMol25 structures with the same formula, charge and spin ... 15.14 kcal per mole
Charge ... +1

Structure (XYZ):
```
27
Properties=species:S:1:pos:R:3:nbo_charge:R:1
C -2.7993 -0.3105 1.8917 -0.2127
C -1.4926 -0.9070 2.3149 -0.6659
N -2.6520 0.9457 0.9960 -0.6976
H -3.3044 -0.9773 1.1940 0.2157
H -3.4083 -0.1482 2.7773 0.2380
H -0.8284 -0.2453 2.8919 0.2406
H -0.7681 -1.2343 1.5612 0.2420
H -1.7068 1.3632 1.0451 0.4762
H -2.8058 0.6103 0.0489 0.4372
H -3.3862 1.5999 1.2603 0.4406
H -1.6838 -1.7608 2.9684 0.2545
C 1.3288 -1.9602 -2.7629 -0.6439
C 0.8604 0.9373 0.2255 0.2533
C 1.6490 -0.1767 0.5329 -0.2647
C 0.5818 1.3354 -1.0673 -0.2723
C 1.8323 -1.0615 -0.5240 -0.1773
C 0.8661 0.4319 -2.0996 -0.1822
C 1.4480 -0.8092 -1.8693 -0.0210
O 0.1738 1.6076 1.2568 -0.7708
H 1.9188 -0.3954 1.5562 0.2362
H 0.6599 2.3262 1.6423 0.5070
H -0.0655 2.1807 -1.2464 0.2211
H 2.4394 -1.9477 -0.3648 0.2239
H 0.6286 0.8640 -3.0646 0.2246
H 1.4026 -2.9143 -2.2361 0.2286
H 1.9731 -1.9891 -3.6461 0.2410
H 0.3510 -1.9696 -3.2729 0.2279
```

=====

[9]
C9H16O2 | ωB97M-V/def2-TZVPD

Results
SMILES string ... C=CC(=O)C=O.CCCCC
HOMO-LUMO gap ... 8.936 eV
Energy above the lowest of the compared OMol25 structures with the same formula, charge and spin ... 8.80 kcal per mole
Charge ... 0

Structure (XYZ):
```
27
Properties=species:S:1:pos:R:3:nbo_charge:R:1
C 4.0975 -0.3446 1.3188 -0.6151
C 3.7002 0.9501 0.6007 -0.3913
C 3.1544 0.7582 -0.8264 -0.3904
C 1.8184 0.0221 -0.9088 -0.3980
C 1.2313 0.0317 -2.3179 -0.6085
C -3.2565 -1.7240 2.0132 -0.2634
C -3.0008 -0.6066 1.3571 -0.3399
C -2.3938 -0.5030 0.0148 0.4308
C -2.4338 0.9237 -0.5128 0.3433
H 4.8131 -0.1435 2.1352 0.2092
H 4.5958 -1.0243 0.6270 0.2027
H 3.2309 -0.8459 1.7868 0.2044
H 4.5990 1.5936 0.5219 0.1982
H 2.9750 1.5127 1.1788 0.1961
H 3.8708 0.2743 -1.4919 0.1952
H 3.0128 1.7739 -1.2322 0.1951
H 1.9447 -1.0203 -0.5694 0.1994
H 1.0815 0.4604 -0.2106 0.1861
H 0.2378 -0.4503 -2.3656 0.2162
H 1.8639 -0.5086 -3.0180 0.2033
H 1.1130 1.0611 -2.6918 0.1967
H -3.7031 -1.7096 2.9919 0.2043
H -2.9515 -2.6958 1.6034 0.2076
H -3.3044 0.3444 1.8095 0.2340
H -2.0260 1.0770 -1.5571 0.1378
O -1.9390 -1.4309 -0.6178 -0.4815
O -2.9178 1.8378 0.1241 -0.4722
```

=====

[10]
C9H16O3S | ωB97M-V/def2-TZVPD

Results
HOMO-LUMO gap (alpha / beta) ... 9.108 / 9.109 eV
Energy above the lowest of the compared OMol25 structures with the same formula, charge and spin ... 36.75 kcal per mole
Charge ... 0

Structure (XYZ):
```
29
Properties=species:S:1:pos:R:3:nbo_charge:R:1
C 1.8779 -1.0124 0.4903 0.8052
C 2.0637 0.2566 1.2522 -0.5746
C 0.2257 0.2237 -0.8416 0.3612
C 1.8208 -0.0181 2.7627 -0.6071
C 0.5249 0.9334 -2.1163 -0.7244
C -1.5149 -1.5048 -1.3083 -0.6271
C -2.2810 0.8458 -1.0353 -0.6225
C -1.4629 -0.4769 1.0664 -0.5964
C -1.2367 -0.1981 -0.5218 -0.1075
O 2.3161 -2.0678 0.8476 -0.5557
O 2.0088 2.5791 -0.1468 -0.9402
O 1.0994 -0.8552 -0.5419 -0.5442
S 1.0951 1.7160 0.6975 1.0910
H 3.1443 0.5827 1.1417 0.2833
H 1.6880 1.0145 3.3266 0.2205
H 2.6283 -0.7336 3.2291 0.2466
H 0.9640 -0.5464 2.9715 0.2089
H 1.6384 0.8831 -2.2377 0.2560
H 0.0585 1.9254 -2.1067 0.2506
H 0.2141 0.3943 -3.0216 0.2322
H -2.5678 -1.8673 -0.9511 0.2132
H -0.6741 -2.2397 -1.1820 0.2384
H -1.5476 -1.3728 -2.3751 0.2131
H -3.2210 0.2912 -0.8770 0.2180
H -2.3129 1.8246 -0.5332 0.2187
H -1.9958 1.1014 -2.0728 0.2164
H -2.4449 -0.7713 1.0256 0.2095
H -1.4034 0.3550 1.6403 0.2051
H -0.7051 -1.2623 1.4177 0.2115
```

=====

[11]
C9H16O3Si | ωB97M-V/def2-TZVPD

Results
SMILES string ... C=C(/C(O)=C/C(=O)OC)[Si](C)(C)C
HOMO-LUMO gap ... 9.624 eV
Energy above the lowest of the compared OMol25 structures with the same formula, charge and spin ... 0.00 kcal per mole
Charge ... 0

Structure (XYZ):
```
29
Properties=species:S:1:pos:R:3:nbo_charge:R:1
C 0.3155 -2.1162 -1.1888 -0.3367
C 1.1070 -0.7382 1.3860 -0.4946
C 0.8818 -0.2588 0.1045 0.4270
C -0.0725 -0.8976 -0.7878 -0.4244
C 1.9116 -0.0885 2.3448 0.7457
C 2.7032 0.1619 4.4907 -0.2582
C -3.0106 -0.9205 -1.7324 -1.0910
C -0.8744 0.6273 -3.2858 -1.1216
C -1.7910 1.8100 -0.6535 -1.1175
O 2.3323 1.0471 2.1164 -0.6790
O 1.3228 0.8761 -0.3980 -0.6597
O 1.9735 -0.6520 3.5965 -0.4984
Si -1.5024 0.2005 -1.5942 1.6057
H -0.3221 -2.6935 -1.8779 0.1969
H 1.1789 -2.4751 -0.7967 0.1925
H 0.7774 -1.7690 1.6971 0.2338
H 3.5862 0.5858 3.8904 0.2011
H 2.9773 -0.4178 5.3445 0.1911
H 2.1100 0.9616 4.7602 0.1810
H -2.8342 -1.8331 -1.2496 0.2401
H -3.8793 -0.5047 -1.3600 0.2372
H -3.0644 -1.1483 -2.7892 0.2384
H -1.3103 1.5726 -3.4960 0.2329
H 0.1713 0.6737 -3.1664 0.2466
H -0.9925 0.0540 -4.1827 0.2445
H -2.2703 1.6387 0.2568 0.2365
H -0.9497 2.5651 -0.4485 0.2607
H -2.4790 2.4580 -1.1903 0.2408
H 2.0042 1.2811 0.2096 0.5287
```

=====

[12]
C9H16Si | ωB97M-V/def2-TZVPD

Results
SMILES string ... CC1=CC=CC[C@@H]1[SiH](C)C
HOMO-LUMO gap ... 8.912 eV
Energy above the lowest of the compared OMol25 structures with the same formula, charge and spin ... 14.30 kcal per mole
Charge ... 0

Structure (XYZ):
```
26
Properties=species:S:1:pos:R:3:nbo_charge:R:1
C -0.6631 -0.6670 2.0350 -0.2066
C -0.0885 -1.7991 1.2975 -0.3169
C -0.1613 0.5816 2.0578 -0.2023
C 0.6901 -1.5068 0.2374 0.0886
C 1.0870 0.7585 1.2646 -0.4397
C 0.8995 0.0126 -0.0159 -0.6411
C 1.2840 -2.4903 -0.7057 -0.6645
C 0.0637 2.4340 -1.5054 -1.1689
C -2.1965 0.4230 -0.8497 -1.1186
Si -0.4003 0.6544 -1.2946 1.4078
H -1.4807 -0.9366 2.8320 0.2082
H -0.2597 -2.8368 1.5988 0.2142
H -0.5297 1.2653 2.7406 0.2083
H 1.4167 1.7827 0.9758 0.2152
H 1.9191 0.3544 1.8976 0.2092
H 1.6986 0.1429 -0.6478 0.2233
H 1.3592 -2.0445 -1.8111 0.2259
H 0.5009 -3.3474 -0.6788 0.2275
H 2.2931 -2.6956 -0.3061 0.2330
H -0.3056 3.2100 -0.7311 0.2518
H 1.1330 2.7020 -1.3843 0.2459
H -0.3068 2.9745 -2.4213 0.2497
H -2.7109 1.2076 -0.1881 0.2492
H -2.8605 0.3263 -1.5988 0.2337
H -2.4389 -0.3741 -0.2401 0.2527
H 0.0577 -0.1316 -2.5584 -0.1853
```